# CHO4

A cluster of 2 separate species, CHO4 in total at a distorted geometry (ωB97M-V/def2-TZVPD, OMol25).

```
6
Properties=species:S:1:pos:R:3
C -1.4659 -0.0883 0.9066
O -2.4472 -0.3769 1.2604
O 1.9162 -0.6624 -0.8444
O 1.2584 0.3765 -0.4902
O -0.4275 -0.1635 0.4528
H 1.1661 0.9147 -1.2852
```

Results
- E_HOMO (alpha / beta) (eV) = -18.129 / -17.916
- LUMO level (alpha / beta) (eV) = -10.69 / -11.21
- total charge = +1
- gap between HOMO and LUMO (alpha / beta) (eV) = 7.44 / 6.70
- ΔE to the lowest compared entry with this formula, charge and spin (kJ/mol) = 188.47
- E_tot (eV) = -9227.273